Entry 1:
{"formula": "C4H9NO", "method": "the ωB97M-V functional and the def2-TZVPD basis", "smiles": "CN(C)/C=C/O", "homo_energy_ev": -7.93, "e_above_lowest_ev": 2.297, "total_charge": 0, "lumo_energy_ev": 1.0, "symbols": ["C", "N", "C", "C", "C", "O", "H", "H", "H", "H", "H", "H", "H", "H", "H"], "positions_angstrom": [[1.560, 0.032, -0.057], [0.271, -0.631, -0.239], [-0.014, -0.823, -1.649], [-0.779, 0.068, 0.394], [-0.954, 0.189, 1.710], [-1.749, 1.178, 2.217], [1.597, 1.025, -0.545], [2.354, -0.589, -0.484], [1.762, 0.170, 1.007], [0.763, -1.440, -2.108], [-0.978, -1.327, -1.765], [-0.060, 0.139, -2.198], [-1.472, 0.617, -0.255], [-1.811, 1.818, 1.494], [-0.490, -0.426, 2.477]], "forces_ev_per_a": [[0.2, 0.0, 0.1], [0.0, 0.0, 0.0], [0.0, -0.1, -0.2], [0.0, 0.1, 0.2], [0.2, -0.2, -0.3], [-0.2, 0.1, -0.1], [-0.1, -0.2, 0.0], [-0.1, 0.1, 0.0], [0.0, -0.1, -0.2], [-0.1, 0.1, 0.1], [0.2, 0.0, 0.0], [0.0, -0.1, 0.1], [0.2, 0.2, 0.0], [-0.3, 0.1, 0.4], [0.1, 0.1, -0.2]]}

---

Entry 2:
{"formula": "C6H7NS", "method": "the ωB97M-V functional and the def2-TZVPD basis", "smiles": "N#CC1C[C@H]2S[C@@H]2C1", "homo_energy_ev": -9.26, "e_above_lowest_ev": 5.119, "total_charge": 0, "lumo_energy_ev": -0.3, "symbols": ["C", "C", "C", "C", "C", "C", "H", "H", "H", "H", "H", "H", "H", "N", "S"], "positions_angstrom": [[-2.325, -0.034, -0.226], [-0.892, -0.020, 0.445], [0.024, 1.356, 0.013], [1.263, 0.554, -0.579], [1.559, -0.600, 0.207], [0.035, -1.169, 0.032], [-1.246, 0.136, 1.561], [-0.522, 1.996, -0.620], [0.190, 1.835, 1.030], [1.055, 0.375, -1.657], [1.477, -0.212, 1.342], [-0.294, -2.131, 0.582], [-0.169, -1.479, -0.922], [-3.271, -0.400, -0.807], [3.116, -0.207, -0.401]], "forces_ev_per_a": [[1.2, -1.8, -0.9], [-1.6, 3.1, 0.3], [1.2, -2.2, 3.1], [-0.1, 2.4, -1.7], [-5.4, 0.2, 4.3], [0.3, -3.4, 3.3], [1.5, -0.8, -2.0], [-0.3, 0.7, -1.0], [0.2, -0.3, -1.5], [0.3, -0.1, 0.9], [0.5, -1.1, -2.2], [0.9, 1.4, -0.2], [-0.3, -0.2, -2.8], [1.6, 1.2, 1.3], [0.0, 1.0, -1.0]]}

---

Entry 3:
{"formula": "C22H29ClN2O", "method": "the ωB97M-V functional and the def2-TZVPD basis", "smiles": "CN(Cc1ccccc1O)C[C@H]1CCCN(CCc2ccc(Cl)cc2)C1", "homo_energy_ev": -8.35, "total_charge": 0, "lumo_energy_ev": 0.7, "symbols": ["C", "N", "C", "C", "C", "C", "C", "N", "C", "H", "H", "C", "H", "C", "C", "C", "C", "C", "C", "C", "H", "H", "Cl", "H", "H", "H", "H", "H", "H", "H", "H", "H", "H", "H", "H", "H", "H", "C", "C", "C", "C", "C", "C", "C", "O", "H", "H", "H", "H", "H", "H", "H", "H", "H", "H"], "positions_angstrom": [[-2.937, 1.814, -2.274], [-3.057, 0.759, -1.286], [-1.784, 0.097, -1.025], [-0.762, 0.976, -0.301], [-1.309, 1.543, 1.006], [-0.209, 2.325, 1.715], [1.022, 1.447, 1.915], [1.505, 0.975, 0.629], [0.494, 0.152, -0.007], [0.898, -0.234, -0.946], [0.224, -0.713, 0.628], [2.790, 0.309, 0.724], [2.696, -0.728, 1.091], [3.527, 0.313, -0.625], [4.953, -0.113, -0.434], [5.935, 0.821, -0.126], [7.245, 0.435, 0.088], [7.580, -0.906, -0.003], [6.618, -1.856, -0.304], [5.312, -1.452, -0.516], [4.562, -2.192, -0.753], [6.890, -2.897, -0.372], [9.217, -1.399, 0.260], [8.003, 1.166, 0.322], [5.672, 1.866, -0.057], [3.482, 1.325, -1.027], [3.033, -0.361, -1.324], [3.401, 0.860, 1.443], [1.816, 2.031, 2.388], [0.770, 0.605, 2.585], [-0.561, 2.684, 2.682], [0.074, 3.187, 1.109], [-2.161, 2.195, 0.811], [-1.650, 0.724, 1.642], [-0.458, 1.807, -0.945], [-1.999, -0.772, -0.396], [-1.340, -0.272, -1.967], [-4.065, -0.224, -1.685], [-4.435, -1.152, -0.555], [-4.578, -2.514, -0.769], [-4.982, -3.360, 0.248], [-5.250, -2.841, 1.503], [-5.102, -1.489, 1.741], [-4.691, -0.635, 0.721], [-4.553, 0.682, 0.995], [-4.070, 1.088, 0.246], [-5.302, -1.065, 2.712], [-5.570, -3.493, 2.303], [-5.090, -4.418, 0.060], [-4.376, -2.915, -1.753], [-3.731, -0.813, -2.555], [-4.962, 0.331, -1.988], [-3.913, 2.272, -2.430], [-2.566, 1.444, -3.240], [-2.256, 2.579, -1.908]], "forces_ev_per_a": [[0.0, 0.1, 0.0], [-0.1, -0.1, -0.1], [0.3, 0.1, 0.2], [-0.2, -0.3, 0.1], [0.3, 0.3, -0.2], [0.0, -0.3, 0.2], [-0.1, 0.3, 0.0], [0.0, -0.1, 0.1], [-0.1, 0.2, -0.3], [0.0, -0.1, 0.0], [0.0, 0.0, 0.0], [0.0, 0.1, -0.3], [0.0, 0.0, 0.1], [-0.1, -0.1, 0.3], [0.0, -0.1, -0.1], [0.0, -0.1, 0.0], [0.1, -0.1, 0.0], [-0.2, 0.0, 0.0], [0.1, 0.0, 0.0], [0.0, 0.1, 0.0], [-0.1, -0.1, 0.0], [0.1, -0.1, 0.0], [0.2, -0.1, 0.0], [0.1, 0.0, 0.0], [0.0, 0.1, 0.0], [0.0, 0.0, 0.0], [0.0, 0.0, -0.1], [0.0, -0.1, 0.0], [0.0, -0.1, 0.0], [0.0, 0.0, 0.0], [0.0, 0.1, 0.0], [0.0, 0.1, 0.0], [-0.1, 0.0, 0.0], [-0.1, -0.1, 0.0], [0.0, 0.0, 0.0], [0.1, 0.0, 0.0], [-0.1, 0.0, 0.0], [-0.2, -0.1, 0.0], [0.0, 0.2, -0.1], [0.0, 0.0, 0.1], [0.0, -0.2, -0.1], [0.0, 0.0, 0.0], [0.0, 0.2, 0.0], [0.0, -0.3, 0.0], [-0.2, 0.1, 0.1], [0.2, -0.1, 0.0], [0.0, 0.1, 0.1], [0.0, 0.0, 0.1], [0.0, -0.1, 0.0], [0.0, 0.0, -0.1], [0.0, 0.1, 0.0], [0.1, 0.0, 0.0], [0.0, 0.0, 0.0], [0.0, 0.0, 0.0], [0.0, 0.1, -0.1]]}

---

Entry 4:
{"formula": "C3H11N3", "method": "the ωB97M-V functional and the def2-TZVPD basis", "smiles": "C=NC.NCN", "homo_energy_ev": -9.00, "e_above_lowest_ev": 2.393, "total_charge": 0, "lumo_energy_ev": 1.1, "symbols": ["C", "C", "N", "H", "H", "H", "H", "H", "N", "C", "N", "H", "H", "H", "H", "H", "H"], "positions_angstrom": [[-0.946, 4.427, -1.176], [-3.265, 4.259, -0.748], [-2.111, 4.651, -0.360], [-1.032, 4.322, -2.286], [-0.439, 3.476, -0.996], [-0.243, 5.228, -0.878], [-4.178, 4.457, -0.218], [-3.356, 3.830, -1.729], [0.603, -4.137, 0.627], [1.678, -3.199, 0.931], [2.830, -3.856, 1.555], [0.270, -4.038, -0.353], [0.769, -5.140, 0.665], [2.114, -2.800, -0.092], [1.380, -2.441, 1.636], [2.690, -4.403, 2.406], [3.235, -4.636, 1.014]], "forces_ev_per_a": [[1.0, 0.1, -0.5], [2.0, 0.8, -0.5], [-1.7, -0.7, 0.3], [-0.6, 0.8, 0.5], [-0.2, 0.0, 0.9], [-0.1, -0.5, -0.7], [-0.1, 0.0, 0.6], [-0.3, -0.5, -0.6], [-1.7, 0.0, -1.7], [2.2, -1.9, -1.8], [1.1, -1.2, 0.1], [0.2, 0.3, 1.1], [0.7, 0.4, 0.6], [-1.0, -0.1, 2.2], [-0.4, 0.5, -0.2], [-0.9, 1.0, 0.3], [-0.3, 1.0, -0.6]]}

---

Entry 5:
{"formula": "C29H71N7O8", "method": "the ωB97M-V functional and the def2-TZVPD basis", "smiles": "CC1(C)CCCC(C)(C)N1O.CC1(C)CCCC(C)(C)N1O.CC1(C)CCCC(C)(C)N1O.NC(N)=O.NC(N)=O.O.O.O", "homo_energy_ev": -8.38, "total_charge": 0, "lumo_energy_ev": 0.4, "symbols": ["C", "C", "C", "C", "C", "C", "N", "O", "C", "C", "C", "H", "H", "H", "H", "H", "H", "H", "H", "H", "H", "H", "H", "H", "H", "H", "H", "H", "H", "H", "C", "C", "C", "C", "C", "C", "N", "O", "C", "C", "C", "H", "H", "H", "H", "H", "H", "H", "H", "H", "H", "H", "H", "H", "H", "H", "H", "H", "H", "H", "C", "C", "C", "C", "C", "C", "N", "O", "C", "C", "C", "H", "H", "H", "H", "H", "H", "H", "H", "H", "H", "H", "H", "H", "H", "H", "H", "H", "H", "H", "C", "O", "N", "N", "H", "H", "H", "H", "C", "O", "N", "N", "H", "H", "H", "H", "O", "H", "H", "O", "H", "H", "O", "H", "H"], "positions_angstrom": [[-16.050, 0.709, -3.195], [-17.146, 0.957, -2.062], [-16.495, 2.074, -1.149], [-17.559, 2.714, -0.192], [-18.685, 3.297, -1.086], [-19.397, 2.170, -1.946], [-18.314, 1.522, -2.759], [-18.867, 0.626, -3.712], [-20.167, 1.232, -0.991], [-20.393, 3.001, -2.706], [-17.432, -0.301, -1.271], [-15.083, 0.706, -2.742], [-16.171, 1.538, -3.819], [-16.121, -0.175, -3.839], [-15.582, 1.629, -0.615], [-16.212, 2.854, -1.805], [-17.179, 3.542, 0.359], [-17.902, 2.127, 0.607], [-18.425, 4.106, -1.786], [-19.458, 3.787, -0.532], [-19.551, 0.827, -0.248], [-20.930, 1.874, -0.561], [-20.642, 0.421, -1.547], [-19.729, 3.555, -3.367], [-21.091, 2.380, -3.271], [-20.896, 3.725, -2.062], [-18.397, -0.612, -1.602], [-17.536, -0.028, -0.202], [-16.745, -1.135, -1.450], [-19.390, -0.039, -3.223], [-23.396, -1.123, -2.113], [-24.669, -1.002, -2.949], [-25.262, 0.423, -2.711], [-24.433, 1.590, -3.294], [-24.335, 1.353, -4.772], [-23.663, 0.029, -5.141], [-24.428, -1.072, -4.458], [-23.808, -2.321, -4.816], [-23.808, -0.151, -6.608], [-22.149, 0.132, -4.719], [-25.756, -2.061, -2.597], [-22.898, -2.084, -2.184], [-23.540, -1.068, -1.047], [-22.852, -0.139, -2.355], [-26.257, 0.573, -3.065], [-25.326, 0.645, -1.637], [-23.424, 1.645, -2.809], [-25.021, 2.475, -3.082], [-23.850, 2.161, -5.383], [-25.380, 1.363, -5.230], [-24.835, -0.463, -6.792], [-23.560, 0.739, -7.238], [-23.124, -0.904, -7.000], [-21.681, -0.850, -4.772], [-21.670, 0.789, -5.472], [-21.957, 0.580, -3.795], [-26.068, -1.843, -1.584], [-25.344, -3.025, -2.695], [-26.604, -1.966, -3.274], [-22.861, -2.333, -4.509], [-23.981, -3.366, 2.349], [-22.680, -2.824, 1.820], [-22.877, -1.327, 1.656], [-21.606, -0.544, 1.283], [-20.531, -0.825, 2.341], [-20.260, -2.359, 2.520], [-21.575, -2.976, 2.810], [-21.358, -4.398, 3.070], [-19.481, -2.985, 1.406], [-19.438, -2.439, 3.767], [-22.427, -3.506, 0.475], [-23.897, -4.440, 2.538], [-24.779, -3.269, 1.660], [-24.278, -2.935, 3.269], [-23.619, -1.217, 0.832], [-23.324, -0.892, 2.585], [-21.856, 0.526, 1.152], [-21.334, -0.906, 0.271], [-20.833, -0.357, 3.245], [-19.650, -0.207, 2.032], [-19.668, -4.030, 1.498], [-19.811, -2.828, 0.382], [-18.416, -2.762, 1.530], [-19.994, -2.209, 4.675], [-19.147, -3.457, 3.841], [-18.594, -1.792, 3.664], [-23.438, -3.810, 0.074], [-21.905, -4.417, 0.600], [-21.857, -2.910, -0.286], [-21.580, -4.473, 4.023], [-20.439, -2.943, -3.741], [-20.688, -1.914, -3.155], [-21.237, -4.064, -3.492], [-19.355, -3.067, -4.562], [-21.991, -3.934, -2.831], [-20.824, -4.967, -3.601], [-19.319, -3.750, -5.375], [-18.934, -2.142, -4.741], [-21.352, -5.070, -6.565], [-20.144, -5.228, -6.319], [-22.167, -6.119, -6.618], [-21.894, -3.755, -6.752], [-21.842, -7.054, -6.701], [-23.112, -6.011, -6.621], [-21.304, -3.006, -6.424], [-22.831, -3.719, -6.379], [-22.566, -6.975, -3.106], [-21.829, -7.213, -3.633], [-22.995, -7.815, -2.879], [-24.519, -5.432, -4.581], [-24.423, -4.497, -4.401], [-23.899, -5.948, -4.027], [-20.193, -7.309, -4.717], [-19.332, -7.728, -4.514], [-20.102, -6.637, -5.473]], "forces_ev_per_a": [[-1.3, -0.8, 1.1], [1.9, 0.2, -0.8], [-1.1, -1.5, 1.3], [0.6, 1.2, -2.4], [0.1, -1.7, -0.3], [1.1, 0.4, 2.1], [-1.0, 1.4, 0.1], [0.0, -0.1, 0.5], [-0.4, 1.0, -1.7], [0.6, -0.4, -1.4], [-0.2, 0.3, 0.7], [0.7, 0.0, 0.3], [0.2, 1.4, -1.1], [-0.5, -0.1, 0.5], [-1.3, 0.7, -0.7], [0.7, 0.9, -0.7], [1.0, 0.9, 0.2], [-0.8, -1.5, 0.7], [0.9, -0.5, 0.2], [-0.6, 0.0, 0.9], [0.7, -0.6, 1.2], [-0.3, -0.3, 0.3], [-0.1, 0.0, 0.1], [-0.5, 0.3, -0.6], [-0.1, 0.3, -0.1], [-0.1, -0.4, 0.0], [-0.8, -0.8, 0.0], [0.2, -0.6, -0.4], [0.1, 0.4, 0.3], [0.0, -0.1, -0.1], [0.0, 1.7, -0.4], [-1.0, 0.5, -0.8], [1.3, 0.4, 0.9], [0.2, -0.8, 0.3], [-1.0, 0.7, -1.8], [0.7, 0.8, 2.0], [0.5, -0.1, 0.4], [0.6, -0.1, 0.5], [0.4, -0.2, -1.6], [-0.9, -0.4, -2.9], [0.6, 1.9, -0.5], [0.5, 0.4, -0.8], [-0.8, 0.2, 0.4], [0.1, -2.3, 0.5], [-0.8, -0.5, -0.6], [0.0, -0.6, 0.0], [-0.9, 0.3, -0.4], [0.3, 0.4, 0.1], [0.0, -0.5, 0.9], [1.0, -0.2, 0.7], [0.0, 0.0, -0.3], [-0.3, -0.3, 0.9], [-0.2, -0.3, 0.1], [0.2, 0.3, 0.0], [-0.1, -0.4, 0.2], [0.1, 0.4, 1.4], [-0.2, -0.3, 0.3], [0.4, -1.3, 0.1], [0.0, 0.0, 0.0], [-1.0, 0.3, 0.0], [0.7, -1.7, 0.7], [0.9, 0.5, -0.1], [-0.5, 1.1, -0.3], [-0.9, -0.7, -0.3], [0.2, 0.5, -2.3], [-1.2, 2.4, 0.2], [-0.6, -0.6, 0.3], [-0.3, 0.7, 0.5], [0.2, -0.2, -0.7], [-0.4, -0.5, 0.6], [-1.0, 0.5, -1.3], [0.1, -0.1, 0.0], [-0.7, 0.4, -0.9], [-0.2, 0.7, 1.0], [0.2, 0.1, 0.7], [0.3, -0.4, -0.6], [0.3, -0.5, 0.3], [0.4, 0.2, 0.5], [-0.5, 0.0, 1.2], [0.0, -1.1, 0.3], [0.5, -1.1, 0.3], [0.0, 0.8, 0.0], [-0.2, -0.1, -0.3], [-0.1, 0.3, -0.1], [0.8, -1.0, 0.4], [0.7, 0.3, 0.1], [1.1, 0.5, -0.1], [0.6, -1.0, 0.3], [-0.7, -0.4, 0.7], [0.2, 0.1, -0.9], [-0.1, -1.9, 0.7], [0.1, 1.4, 0.5], [0.6, 1.0, -0.9], [0.3, 0.0, -1.7], [0.4, -0.2, 0.0], [-0.1, -0.5, 0.0], [-0.3, 0.8, 1.6], [-0.2, -0.9, 0.2], [0.6, 2.2, 0.4], [0.1, 0.1, -0.6], [1.4, 0.1, -0.4], [0.2, -2.8, 0.1], [0.6, -0.3, 0.2], [-3.1, 0.5, 0.0], [0.2, -0.2, 0.1], [-0.3, 0.5, -0.1], [-1.7, 0.0, 1.1], [1.7, -0.4, -1.1], [0.2, 0.4, 0.0], [0.0, -0.7, -0.3], [0.2, 0.4, 0.2], [-0.1, 0.5, -0.1], [0.4, 0.0, -0.3], [-0.8, 0.6, -0.4], [0.5, -0.6, 1.1]]}

---

Entry 6:
{"formula": "C5H10S3", "method": "the ωB97M-V functional and the def2-TZVPD basis", "homo_energy_ev": [-7.20, -7.14], "e_above_lowest_ev": 3.802, "total_charge": 0, "lumo_energy_ev": [0.2, 0.3], "symbols": ["C", "C", "C", "C", "C", "S", "S", "S", "H", "H", "H", "H", "H", "H", "H", "H", "H", "H"], "positions_angstrom": [[0.431, -1.342, -0.109], [1.426, -0.189, 0.112], [-0.790, -0.846, -0.914], [0.803, 0.802, 1.027], [-1.514, 0.189, -0.178], [0.838, 2.483, 0.676], [-2.551, -0.298, 1.137], [-1.949, 1.729, -0.978], [0.831, -2.102, -0.604], [0.247, -1.614, 0.837], [2.378, -0.753, 0.343], [1.587, 0.213, -0.819], [-0.498, -0.454, -1.889], [-1.377, -1.662, -1.133], [0.792, 0.661, 2.054], [1.567, 2.435, -0.462], [-3.431, 0.777, 1.059], [-1.215, 2.589, -0.122]], "forces_ev_per_a": [[-0.8, 4.4, -1.6], [-0.1, -2.1, 1.0], [1.8, 1.0, 0.6], [0.3, 0.4, -2.3], [-0.3, 2.1, 0.3], [0.8, 0.5, 0.1], [-1.0, 0.6, 0.3], [0.7, -0.3, 0.7], [2.1, -3.4, -2.1], [-1.6, -1.5, 3.4], [-0.6, 1.1, 0.7], [0.6, 1.4, -2.2], [0.4, 0.1, 0.1], [-1.7, -2.0, -0.3], [-0.4, -0.7, 1.8], [-0.3, 0.1, 0.1], [0.8, -1.0, 0.1], [-0.5, -0.7, -0.7]]}